Record 1
12
Properties=species:S:1:pos:R:3:forces:R:3:lowdin_charge:R:1 method="wB97M-V/def2-TZVPD" charge=0 e_homo_ev=-9.777 mol_weight_g_mol=73.09 multiplicity=1 energy_ev=-6759.136 lumo_energy_ev=0.69 homo_lumo_gap_ev=10.4635
C -0.464097 -1.812725 -0.391652 -1.16 -2.64 2.44 -0.04
C 0.334647 -0.558968 -0.091153 2.58 -3.45 1.40 -0.59
C 0.392157 1.848353 0.118361 -2.19 -3.52 9.74 -0.07
H -0.062797 -2.244456 -1.351882 -0.61 0.00 1.33 0.09
H -1.535835 -1.673511 -0.379757 -0.30 0.70 -1.08 0.03
H -0.635927 -2.690898 0.619797 1.82 2.48 -3.03 0.17
H -1.134189 0.618338 0.807414 2.04 -0.79 -3.03 0.21
H 1.196617 2.106596 1.029373 -2.47 -1.43 -1.33 0.16
H 0.994565 1.958577 -0.536986 7.14 1.08 -9.10 -0.04
H -0.283574 2.566094 0.114932 -3.00 3.48 0.00 0.03
N -0.360840 0.584961 -0.017617 -1.89 2.85 3.52 0.01
O 1.559272 -0.702360 0.079170 -1.95 1.23 -0.86 0.04

=====

Record 2
12
Properties=species:S:1:pos:R:3:forces:R:3:lowdin_charge:R:1 method="wB97M-V/def2-TZVPD" charge=0 e_homo_ev=-9.837 smiles=NC[C@H]1CO1 mol_weight_g_mol=73.09 multiplicity=1 energy_ev=-6760.186 lumo_energy_ev=1.11 homo_lumo_gap_ev=10.9467
N -0.975519 0.807511 1.444577 1.50 -1.60 -0.74 0.02
C -0.648409 -0.302096 0.464946 0.42 -0.07 0.80 -0.22
C 0.713124 -0.020706 -0.135043 1.99 -1.03 -0.25 -0.33
C 0.924913 -0.144031 -1.594680 -1.96 0.11 0.12 -0.14
O 0.895303 1.120878 -0.963982 -0.16 0.19 0.51 -0.05
H -0.490860 0.606204 2.316756 0.22 0.15 -0.15 0.07
H -1.919924 0.722756 1.694863 -1.71 0.00 0.24 0.03
H -1.389242 -0.333154 -0.330662 -0.08 0.53 -0.10 0.10
H -0.669377 -1.392987 0.830575 0.22 1.53 0.09 0.13
H 1.698044 -0.300697 0.403084 -1.96 0.59 -0.17 0.16
H 1.882801 -0.450236 -1.959536 0.26 -0.24 -0.44 0.10
H -0.020855 -0.313442 -2.170898 1.26 -0.16 0.09 0.12

=====

Record 3
12
Properties=species:S:1:pos:R:3:forces:R:3:lowdin_charge:R:1 method="wB97M-V/def2-TZVPD" charge=0 e_homo_ev=-9.334 smiles="CN(C)C=O" mol_weight_g_mol=73.09 multiplicity=1 energy_ev=-6761.067 lumo_energy_ev=0.78 homo_lumo_gap_ev=10.1103
C -1.255521 -0.738324 -0.005253 -0.23 0.92 0.36 -0.06
N 0.069826 -0.067364 -0.075522 0.89 -0.27 -0.26 -0.25
C 0.327646 1.363470 -0.003684 0.13 2.27 0.51 -0.10
C 1.190379 -0.841230 -0.028018 0.11 -0.66 0.35 -0.37
O 2.342766 -0.423526 -0.005762 -1.15 -0.55 -0.07 -0.01
H -1.473738 -1.152752 1.051349 0.37 0.44 -1.78 0.11
H -2.068130 0.018444 -0.244289 1.07 -0.91 0.26 0.09
H -1.245958 -1.500692 -0.818337 -0.35 0.28 0.96 0.09
H 0.439386 1.649194 1.174517 -0.22 -0.22 -2.93 0.13
H 1.352194 1.730342 -0.601711 -2.87 -1.41 1.72 0.14
H -0.584469 1.906554 -0.489138 1.69 -0.77 1.10 0.09
H 0.905621 -1.944114 0.045851 0.56 0.90 -0.23 0.14